# 1
A cluster of 2 separate species, C3H2O2 in total at a distorted geometry, computed with the ωB97M-V functional and the def2-TZVPD basis.

Geometry as XYZ:
```
7
Properties=species:S:1:pos:R:3
C -0.2962 0.0409 -0.4402
C 1.3758 -1.8633 2.5482
C 0.4355 -0.9052 -0.8567
O 1.5788 -0.7430 2.5079
O 1.0672 -2.9550 2.6977
H 1.5066 -1.3178 -0.6573
H -0.2387 -1.7374 -1.1935
```

<S²>: 2.03
HOMO (alpha / beta): -8.35 / -10.79 eV
energy relative to the best compared isomer or geometry (same formula, charge and spin): 1.3357 eV
frontier orbital gap (alpha / beta): 8.94 / 8.21 eV
multiplicity: 3

# 2
A cluster of 12 separate species, C54H120O36 in total at a distorted geometry, computed with the ωB97M-V functional and the def2-TZVPD basis.

Geometry as XYZ:
```
210
Properties=species:S:1:pos:R:3
C -6.2657 2.8119 -7.8533
O -5.5641 2.3778 -6.7191
C -5.5511 3.2475 -5.6201
C -4.8511 2.7119 -4.3959
O -3.4732 2.6094 -4.6124
C -2.7533 2.1768 -3.4817
C -1.4114 1.6380 -3.9202
O -1.5651 0.5230 -4.7902
C -2.0148 -0.6946 -4.2398
H -7.3149 3.0107 -7.6073
H -6.2368 2.0696 -8.6457
H -5.7981 3.7379 -8.2077
H -6.5710 3.4680 -5.2814
H -5.0440 4.1663 -5.9349
H -5.2833 1.7411 -4.0994
H -5.1393 3.2884 -3.5059
H -3.3334 1.4020 -2.9624
H -2.6209 2.9493 -2.7139
H -0.7364 1.3796 -3.1015
H -0.9272 2.3991 -4.5358
H -1.8336 -0.8261 -3.1648
H -1.4906 -1.5215 -4.7130
H -3.1015 -0.7837 -4.3100
C 1.5632 -0.5315 -3.1718
O 1.2417 -0.0389 -1.8803
C 1.6057 1.3193 -1.7506
C 1.2285 1.9556 -0.4262
O -0.0621 1.6695 0.0657
C -0.2611 0.3943 0.6052
C -1.3195 0.5273 1.7043
O -0.7533 1.1882 2.8378
C -0.9346 2.6026 2.8517
H 2.6042 -0.2532 -3.3732
H 0.9150 -0.1069 -3.9440
H 1.4474 -1.6129 -3.1522
H 1.0704 1.9192 -2.5043
H 2.6432 1.4634 -2.0714
H 1.2999 3.0394 -0.5034
H 2.0043 1.6786 0.3024
H 0.6559 -0.0037 1.0499
H -0.6622 -0.3227 -0.1227
H -1.6227 -0.4036 2.1959
H -2.2531 0.9586 1.3257
H -0.6464 3.0130 1.8825
H -0.3129 3.0643 3.6175
H -1.9972 2.8049 3.0187
C 5.9694 -3.2637 2.4282
O 4.9618 -3.7490 1.5812
C 4.0544 -2.7910 1.0702
C 3.2119 -2.0646 2.0958
O 2.2307 -2.9299 2.6627
C 1.3856 -2.2651 3.5774
C 0.4883 -3.2746 4.2313
O -0.2291 -3.9932 3.2550
C -0.8723 -5.1400 3.7785
H 5.6701 -2.9631 3.4345
H 6.5058 -2.4287 1.9571
H 6.7614 -4.0105 2.5039
H 3.3828 -3.3596 0.4245
H 4.5279 -2.0652 0.4005
H 2.9074 -1.0531 1.8067
H 3.8043 -1.8473 2.9960
H 0.8649 -1.4496 3.0609
H 1.9515 -1.8185 4.4072
H -0.2501 -2.7871 4.8796
H 1.1034 -3.8877 4.9019
H -1.3828 -5.6501 2.9661
H -1.5744 -4.8232 4.5603
H -0.0995 -5.7570 4.2483
C 1.8891 -2.2932 11.8257
O 1.2627 -2.0257 10.5721
C 0.6745 -0.7524 10.5599
C -0.0870 -0.5642 9.2559
O 0.7586 -0.2448 8.1786
C 0.1156 -0.2509 6.9313
C 0.6469 0.7282 5.9087
O 2.0014 0.5073 5.5776
C 2.4900 1.5241 4.7268
H 2.4658 -3.1969 11.6505
H 1.1030 -2.4044 12.5767
H 2.5647 -1.5056 12.1707
H 1.4060 0.0654 10.6407
H 0.0293 -0.5493 11.4247
H -0.8060 0.2472 9.4174
H -0.6310 -1.4899 9.0463
H -0.9611 -0.0862 7.0466
H 0.0616 -1.2574 6.4946
H 0.4837 1.6958 6.4092
H 0.0407 0.7384 5.0025
H 2.0101 1.5137 3.7421
H 3.5291 1.3004 4.5049
H 2.4228 2.5140 5.1838
C 2.1792 -9.4970 -1.6214
O 2.1843 -9.4324 -3.0352
C 3.2829 -10.0236 -3.6922
C 3.4613 -9.2345 -4.9744
O 3.7017 -7.8779 -4.6420
C 3.7301 -6.9841 -5.7352
C 4.2411 -5.6400 -5.2219
O 3.2791 -4.7206 -4.7800
C 2.7767 -4.9898 -3.4767
H 1.3003 -8.9318 -1.3206
H 3.0752 -8.9946 -1.2465
H 2.1106 -10.5171 -1.2356
H 3.0113 -11.0465 -3.9798
H 4.1500 -10.0502 -3.0275
H 2.5375 -9.3017 -5.5635
H 4.2270 -9.5608 -5.6893
H 2.8091 -6.8433 -6.3109
H 4.4791 -7.3708 -6.4395
H 4.6945 -5.1613 -6.0949
H 5.0523 -5.7886 -4.5041
H 3.5080 -4.8467 -2.6720
H 2.3496 -5.9902 -3.5147
H 2.0534 -4.2162 -3.2150
C -3.6759 5.8142 2.6409
O -4.0326 4.4732 2.3324
C -5.0172 3.9631 3.1851
C -6.3142 4.7278 3.3848
O -6.9675 4.7771 2.1368
C -8.1024 5.6067 1.9442
C -9.3264 5.0976 2.6805
O -9.0415 5.0727 4.0790
C -9.9012 4.2456 4.8243
H -3.2882 5.8112 3.6638
H -4.4825 6.5176 2.4361
H -2.8451 6.1147 2.0017
H -4.5880 3.6691 4.1587
H -5.2825 2.9673 2.8128
H -6.1535 5.7201 3.8161
H -6.8873 4.1192 4.0880
H -8.2446 5.5516 0.8689
H -7.8833 6.6076 2.3274
H -9.5778 4.0710 2.3870
H -10.2453 5.6728 2.5309
H -10.9694 4.4917 4.7548
H -9.5803 4.3396 5.8567
H -9.8785 3.2246 4.4228
C -1.0992 4.9012 -0.7998
O -1.1063 5.1874 -2.1953
C 0.0197 5.0836 -2.8832
O 1.0860 4.6974 -2.4635
O -0.2160 5.3944 -4.1432
C 0.7556 4.9841 -5.1389
H -2.0460 5.2870 -0.4220
H -0.3091 5.4212 -0.2616
H -1.1239 3.8219 -0.6506
H 1.3482 4.1090 -4.8886
H 1.4087 5.8501 -5.2254
H 0.1564 4.8277 -6.0281
C 7.1959 4.4113 -4.0287
O 6.9249 4.5439 -2.6423
C 5.6247 4.5392 -2.3070
O 4.7071 4.2504 -3.0226
O 5.5786 4.8579 -1.0208
C 4.2940 4.9168 -0.4152
H 6.7255 5.1984 -4.6148
H 6.9461 3.4221 -4.4126
H 8.2744 4.5017 -4.1529
H 3.9105 3.9568 -0.0612
H 3.5049 5.2714 -1.0794
H 4.3565 5.5671 0.4519
C -0.1529 -3.8230 -0.3100
O 0.0714 -4.7695 -1.3301
C -0.6565 -4.6956 -2.4269
O -1.4429 -3.8525 -2.7369
O -0.3221 -5.8125 -3.1259
C -0.6044 -5.8116 -4.5278
H 0.3083 -4.0425 0.6506
H -1.1994 -3.5661 -0.1291
H 0.2707 -2.8539 -0.6030
H -0.4168 -6.7975 -4.9435
H 0.0596 -5.1036 -5.0272
H -1.6606 -5.5515 -4.6147
C 4.9341 0.6290 -0.8593
O 5.7708 0.4675 0.2676
C 5.2346 0.6489 1.4689
O 4.2174 1.2482 1.7046
O 6.0848 0.0913 2.3323
C 5.7469 0.0313 3.7033
H 5.5241 0.4637 -1.7567
H 4.5029 1.6316 -0.8933
H 4.0583 -0.0185 -0.9723
H 4.6763 -0.0969 3.8663
H 6.0276 0.9564 4.2080
H 6.2147 -0.8544 4.1221
C -3.3897 1.0472 6.0673
O -4.0082 0.2005 5.1270
C -3.3267 -0.8671 4.7207
O -2.2550 -1.1863 5.1740
O -3.9420 -1.3847 3.6848
C -3.3930 -2.5274 3.0666
H -2.9626 0.5332 6.9280
H -4.1929 1.6636 6.4738
H -2.6453 1.7164 5.6339
H -2.3029 -2.5421 3.1228
H -3.7143 -2.6172 2.0322
H -3.7463 -3.4238 3.5852
C 0.9545 0.5544 -6.9898
O 1.0695 1.9739 -7.0489
C 0.7956 2.6320 -8.1764
O 1.0662 3.7785 -8.3555
O 0.0580 1.8926 -9.0203
C -0.0261 2.3997 -10.3553
H 0.4643 0.1034 -7.8483
H 0.3503 0.3418 -6.1091
H 1.9029 0.0286 -6.8686
H -0.4647 3.3928 -10.2852
H -0.6941 1.7099 -10.8690
H 0.9120 2.3745 -10.9081
```

HOMO: -9.19 eV
energy relative to the best compared isomer or geometry (same formula, charge and spin): 0.0000 eV
frontier orbital gap: 9.75 eV

# 3
A cluster of 6 separate species, C42H58N9O5 in total at a distorted geometry, computed with the ωB97M-V functional and the def2-TZVPD basis.

Geometry as XYZ:
```
114
Properties=species:S:1:pos:R:3
N 1.2469 1.4672 -1.0235
O 0.7872 2.5229 -1.5563
O 2.4664 1.4483 -0.7205
O 0.4612 0.5602 -0.6509
C 0.6296 6.1239 -3.6382
C 1.6585 5.9446 -2.5823
O 1.7653 6.5326 -1.5645
N 2.6790 4.8339 -2.8496
H 3.2377 4.8402 -1.9917
H 2.1858 3.9339 -2.9043
C 3.6378 5.1767 -3.9659
H -0.0420 6.9359 -3.3864
H 0.1020 5.1690 -3.7515
H 1.0744 6.2768 -4.6236
H 4.1509 6.0805 -3.6426
H 3.1095 5.4287 -4.8818
H 4.3104 4.3504 -4.1660
C 6.4477 1.4940 -2.0698
C 6.2517 1.2534 -0.6141
O 6.9452 1.6195 0.2669
N 5.0509 0.3945 -0.1962
H 4.9865 0.4419 0.8214
H 4.1899 0.8603 -0.5637
C 5.1590 -1.0290 -0.6785
H 6.3375 0.5481 -2.5998
H 7.3968 1.9971 -2.2135
H 5.6373 2.1171 -2.4618
H 6.0199 -1.4623 -0.1762
H 5.1525 -1.0533 -1.7577
H 4.2880 -1.5324 -0.2606
C -5.2185 -6.5365 -2.8359
N -4.7253 -5.1382 -2.8209
C -3.4032 -4.9122 -2.8256
C -2.8880 -3.6472 -3.0074
C -3.7548 -2.5504 -3.0442
C -5.1245 -2.8139 -3.0193
C -5.5791 -4.1097 -2.8763
C -3.2917 -1.1460 -3.2780
C -4.1571 -0.2593 -3.9315
C -3.7190 0.9690 -4.3409
N -2.4873 1.4208 -4.0468
C -1.6087 0.6080 -3.4319
C -1.9970 -0.6470 -3.0568
C -2.1798 2.8314 -4.3560
H -4.6348 -7.0815 -3.5727
H -6.2663 -6.5859 -3.1258
H -5.1671 -6.9947 -1.8492
H -2.7302 -5.7599 -2.8359
H -1.8274 -3.4487 -3.0615
H -5.8603 -2.0277 -2.9281
H -6.6275 -4.3645 -2.7881
H -5.1540 -0.5302 -4.2504
H -4.3341 1.6424 -4.9244
H -0.6175 1.0026 -3.2598
H -1.2799 -1.3271 -2.6163
H -1.1077 2.9794 -4.2575
H -2.6624 3.4455 -3.5985
H -2.5017 3.0712 -5.3647
C -7.0862 4.9668 1.9960
N -5.6821 4.6744 1.5946
C -4.7534 5.6397 1.5985
C -3.4145 5.3023 1.4815
C -3.0019 3.9786 1.4308
C -4.0095 3.0036 1.3245
C -5.3244 3.3793 1.3789
C -1.5335 3.7146 1.5443
C -0.6403 4.4415 0.7641
C 0.7071 4.4090 1.0496
N 1.1660 3.5491 1.9708
C 0.3289 2.8254 2.7317
C -1.0382 2.9282 2.5759
C 2.5971 3.6091 2.3122
H -7.2233 6.0181 2.2342
H -7.1851 4.4825 2.9721
H -7.8108 4.5599 1.3000
H -5.1344 6.6321 1.8060
H -2.6870 6.1047 1.4959
H -3.7365 1.9671 1.1808
H -6.1996 2.7767 1.1706
H -0.9683 4.8943 -0.1616
H 1.4103 5.0706 0.5617
H 0.7800 2.3085 3.5664
H -1.6642 2.4359 3.3075
H 2.8509 2.9050 3.1022
H 2.8583 4.5703 2.7615
H 3.2063 3.4372 1.4307
C -1.0417 -2.1121 1.3009
N -0.0479 -2.9956 1.9756
C 1.1657 -3.2681 1.4639
C 2.0585 -4.0442 2.1913
C 1.6903 -4.6850 3.3791
C 0.3750 -4.4568 3.7975
C -0.4463 -3.5921 3.1250
C 2.6205 -5.5657 4.1387
C 3.3042 -6.5949 3.4938
C 3.9447 -7.5763 4.2240
N 4.0107 -7.4681 5.5625
C 3.4511 -6.4365 6.2035
C 2.7395 -5.4673 5.5278
C 4.8866 -8.4078 6.3291
H -1.7800 -2.7402 0.8026
H -0.6495 -1.4923 0.4940
H -1.4644 -1.4513 2.0493
H 1.4094 -2.8519 0.4981
H 2.9929 -4.2480 1.6805
H -0.0146 -5.0071 4.6464
H -1.4933 -3.4782 3.3709
H 3.1699 -6.8038 2.4389
H 4.4434 -8.4080 3.7466
H 3.5995 -6.4159 7.2760
H 2.4575 -4.5536 6.0340
H 5.0977 -9.2981 5.7444
H 4.4621 -8.6631 7.2940
H 5.8282 -7.8673 6.4379
```

HOMO: -24.01 eV
energy relative to the best compared isomer or geometry (same formula, charge and spin): 1.9544 eV
net charge: +7
frontier orbital gap: 8.44 eV

# 4
A structure of composition C31H23GeN4RhS2 at a distorted geometry, computed with the ωB97M-V functional and the def2-TZVPD basis.

Geometry as XYZ:
```
62
Properties=species:S:1:pos:R:3
Rh -1.1828 0.4826 -0.4738
N -1.4604 0.4167 1.9355
C -2.1970 -0.7656 2.2809
C -2.3930 -1.1375 3.5904
C -3.1527 -2.2670 3.9139
C -3.7209 -3.0249 2.9272
C -3.5158 -2.6993 1.5731
C -4.0565 -3.4670 0.5207
C -3.7893 -3.1136 -0.7760
C -2.9742 -2.0023 -1.0229
N -2.4695 -1.2582 -0.0624
C -2.7262 -1.5642 1.2366
H -1.9449 1.2478 2.2758
H -0.5468 0.4015 2.3932
H -1.9679 -0.5406 4.3836
H -3.3012 -2.5245 4.9485
H -4.3274 -3.8827 3.1638
H -4.6680 -4.3273 0.7481
H -4.1773 -3.6728 -1.6115
H -2.7344 -1.7238 -2.0446
S -1.5976 0.4682 -2.9532
C -2.4328 1.9303 -3.1868
C -2.5758 2.3384 -4.5308
N -2.6334 2.6357 -5.6361
C -2.9658 2.6999 -2.1513
S -2.7463 2.3635 -0.4950
C -3.7048 3.8640 -2.4459
N -4.2905 4.8310 -2.6324
C 3.1318 -2.7957 -3.2403
C 2.3337 -1.7611 -3.7005
C 1.8114 -0.8424 -2.8076
C 2.0932 -0.9600 -1.4534
C 2.8821 -1.9987 -0.9892
C 3.4131 -2.9087 -1.8890
Ge 1.2437 0.3947 -0.2280
C 1.8360 -0.0652 1.6443
C 2.4845 0.8634 2.4464
C 2.7209 0.5787 3.7825
C 2.2999 -0.6243 4.3235
C 1.6463 -1.5532 3.5275
C 1.4130 -1.2723 2.1922
C 1.9086 2.2105 -0.7616
C 0.9736 3.1651 -1.1426
C 1.3752 4.4255 -1.5423
C 2.7263 4.7401 -1.5556
C 3.6644 3.7939 -1.1739
C 3.2588 2.5281 -0.7837
H 3.5383 -3.5138 -3.9361
H 2.1088 -1.6669 -4.7518
H 1.1852 -0.0343 -3.1666
H 3.0962 -2.0914 0.0661
H 4.0462 -3.7049 -1.5276
H 2.8072 1.8066 2.0283
H 3.2369 1.3008 4.3977
H 2.4915 -0.8445 5.3625
H 1.3203 -2.4950 3.9433
H 0.8941 -1.9931 1.5696
H -0.0853 2.9056 -1.1154
H 0.6398 5.1572 -1.8439
H 3.0484 5.7217 -1.8677
H 4.7165 4.0402 -1.1807
H 3.9901 1.7850 -0.4949
```

<S²>: 8.77
HOMO (alpha / beta): -10.52 / -11.76 eV
net charge: +1
frontier orbital gap (alpha / beta): 6.85 / 5.35 eV
multiplicity: 6

# 5
The molecule C20H23N3O4S2 at a distorted geometry, computed with the ωB97M-V functional and the def2-TZVPD basis.

Geometry as XYZ:
```
52
Properties=species:S:1:pos:R:3
C 6.5983 1.9577 -0.1962
H 7.6601 1.7454 -0.2914
H 6.4740 2.8495 0.4138
H 6.1858 2.1453 -1.1846
C 5.8837 0.7613 0.4251
N 4.4423 0.9117 0.5031
S 3.6399 0.7646 -0.9681
O 4.5003 0.0712 -1.8836
O 3.0678 2.0140 -1.3779
C 2.3231 -0.3770 -0.5449
C 1.0110 -0.0912 -0.8201
C 0.0056 -1.0145 -0.5176
C 0.3552 -2.2506 0.0614
C 1.7071 -2.5206 0.3299
C 2.6758 -1.5918 0.0273
H 3.7171 -1.7893 0.2233
H 2.0003 -3.4586 0.7712
N -0.6329 -3.1652 0.3477
C -1.9137 -2.8643 0.0668
C -2.3421 -1.6973 -0.4863
C -1.3913 -0.6570 -0.8199
O -1.6797 0.4342 -1.3068
C -3.8200 -1.5807 -0.6978
O -4.5770 -2.4837 -0.3764
N -4.2169 -0.4335 -1.2699
H -3.5077 0.2697 -1.4677
C -5.6112 -0.1106 -1.4669
C -6.0031 1.1015 -0.6889
C -6.4405 2.3013 -1.1567
C -6.6967 3.2376 -0.1292
C -6.4398 2.7361 1.1039
S -5.8870 1.1086 1.0409
H -6.5391 3.2199 2.0552
H -7.0513 4.2370 -0.3068
H -6.5805 2.5117 -2.2021
H -5.8058 0.0671 -2.5306
H -6.1796 -0.9882 -1.1387
H -2.6623 -3.6100 0.3021
C -0.3106 -4.4445 0.9369
H 0.1697 -4.3109 1.9080
H 0.3542 -5.0125 0.2835
H -1.2272 -5.0125 1.0783
H 0.7363 0.8496 -1.2731
C 3.9521 2.0066 1.3230
C 2.5496 1.7146 1.8387
H 2.2739 2.4573 2.5837
H 2.5102 0.7272 2.2932
H 1.8322 1.7580 1.0253
H 3.9364 2.9402 0.7486
H 4.6401 2.1179 2.1649
H 6.0599 -0.1214 -0.1908
H 6.2539 0.5693 1.4374
```

HOMO: -8.59 eV
energy relative to the best compared isomer or geometry (same formula, charge and spin): 0.4122 eV
frontier orbital gap: 8.52 eV

# 6
The molecule H5N5 at a distorted geometry, computed with the ωB97M-V functional and the def2-TZVPD basis.

Geometry as XYZ:
```
10
Properties=species:S:1:pos:R:3
N -0.0716 -1.2618 -0.0754
N -0.5118 -0.0002 -0.5047
N 0.5952 0.1091 0.4121
N -1.7381 0.4182 -0.0227
N 1.7701 0.4121 -0.1903
H -0.6210 -1.6271 0.7082
H -1.7831 0.4439 1.0004
H -1.9528 1.3284 -0.4130
H 1.7766 0.2328 -1.1937
H 2.5367 -0.0555 0.2792
```

HOMO: -9.08 eV
energy relative to the best compared isomer or geometry (same formula, charge and spin): 1.7950 eV
frontier orbital gap: 10.54 eV

# 7
A cluster of 2 separate species, C2H6OS in total at a distorted geometry, computed with the ωB97M-V functional and the def2-TZVPD basis.

Geometry as XYZ:
```
10
Properties=species:S:1:pos:R:3
S -3.9185 0.6708 0.0489
H -4.0408 1.6895 -0.8060
H -2.8289 1.0976 0.7481
C 4.0630 -0.8863 0.1644
C 2.9467 -0.1144 0.0052
O 1.7662 -0.5868 -0.2252
H 5.0298 -0.4505 0.3857
H 4.1307 -1.9620 0.0496
H 2.8867 0.9530 0.1763
H 1.6959 -1.5702 -0.2348
```

<S²>: 0.76
HOMO (alpha / beta): -11.80 / -11.80 eV
energy relative to the best compared isomer or geometry (same formula, charge and spin): 0.5254 eV
net charge: +1
frontier orbital gap (alpha / beta): 6.66 / 2.62 eV
multiplicity: 2

# 8
A structure of composition C5H14O at a distorted geometry, computed with the ωB97M-V functional and the def2-TZVPD basis.

Geometry as XYZ:
```
20
Properties=species:S:1:pos:R:3
C 1.7277 -1.1408 0.1828
C 0.7490 0.0084 -0.1394
C -0.6486 0.0577 0.5803
C -1.5261 1.2054 -0.0459
C -3.0031 1.4019 0.5015
H 2.8037 -1.0687 -1.5738
H 3.2561 -2.4720 -1.2657
H 1.4165 -1.4591 1.2978
H 1.4699 -2.1910 -0.3900
H 2.9468 -0.5357 0.0716
H 0.6143 -0.0010 -1.3332
H 1.1263 1.1041 -0.0498
H -1.0785 -1.0262 0.7348
H -0.3118 0.3178 1.6218
H -1.3735 1.2717 -1.1961
H -0.9784 2.0336 0.2323
H -3.2213 2.0480 1.4885
H -3.6121 1.9049 -0.4956
H -3.3208 0.2573 0.6569
O 2.9637 -1.7161 -0.8788
```

HOMO: -7.86 eV
energy relative to the best compared isomer or geometry (same formula, charge and spin): 9.0828 eV
frontier orbital gap: 8.65 eV